# 1
{"formula": "C23H50GaO11", "method": "ωB97M-V with the def2-TZVPD basis set", "energy_ha": -3658.664812, "charge": -1, "homo_lumo_gap_ev": 6.028, "e_homo_ev": -4.52, "lumo_ev": 1.50, "symbols": ["C", "O", "C", "C", "C", "C", "C", "Ga", "C", "O", "O", "H", "H", "H", "H", "H", "H", "H", "H", "H", "H", "H", "H", "H", "H", "H", "H", "H", "H", "O", "C", "O", "C", "C", "C", "H", "H", "H", "H", "H", "H", "H", "H", "O", "C", "O", "C", "C", "C", "H", "H", "H", "H", "H", "H", "H", "H", "O", "C", "O", "C", "C", "C", "H", "H", "H", "H", "H", "H", "H", "H", "O", "C", "O", "C", "C", "C", "H", "H", "H", "H", "H", "H", "H", "H"], "xyz": [[0.920121, 1.060349, -0.278696], [0.100657, 2.179085, -0.042407], [-1.047979, 2.215582, -0.888556], [-2.093960, 3.141126, -0.275724], [-2.821299, 4.018272, -1.300740], [-3.441843, 3.275107, -2.492986], [-4.231199, 2.015752, -2.118649], [-5.750178, 2.274418, -0.795897], [-7.082610, 3.678491, -1.473586], [-7.845692, 4.249650, -0.374258], [-6.923221, 5.053331, 0.379101], [1.054523, 0.858852, -1.347666], [0.505482, 0.153515, 0.177852], [1.894168, 1.279391, 0.167196], [-1.427661, 1.198542, -1.030105], [-0.740343, 2.591162, -1.876625], [-1.549427, 3.787914, 0.419470], [-2.818645, 2.578367, 0.314472], [-3.611743, 4.577586, -0.790116], [-2.099962, 4.761681, -1.666453], [-4.137377, 3.968727, -2.981225], [-2.660019, 3.076038, -3.241532], [-4.722157, 1.632434, -3.023256], [-3.567640, 1.210112, -1.788327], [-6.552522, 0.868769, -0.641900], [-5.282978, 2.768346, 0.690317], [-6.646959, 4.522980, -2.028192], [-7.867248, 3.247934, -2.111026], [-6.338529, 4.357698, 0.741894], [0.718057, -1.685048, -2.082303], [1.605732, -2.490151, -2.114361], [1.730664, -3.348304, -1.080379], [2.764161, -4.339364, -1.005737], [4.036919, -3.737286, -0.452822], [2.627647, -2.504126, -3.228704], [2.912750, -4.823155, -1.972231], [2.362893, -5.088271, -0.324960], [4.430451, -2.972498, -1.123872], [4.803010, -4.502238, -0.316622], [3.838002, -3.287761, 0.518256], [3.429336, -1.817136, -2.953748], [2.141466, -2.118478, -4.120108], [3.067188, -3.475643, -3.434707], [4.789259, -3.126318, 2.748642], [4.704072, -1.952028, 3.003175], [3.618283, -1.298598, 2.545486], [3.330253, 0.073016, 2.859830], [4.031450, 1.028148, 1.919352], [5.786425, -1.205196, 3.735731], [3.565679, 0.281456, 3.903820], [2.250457, 0.146107, 2.745269], [5.115763, 0.963873, 2.016818], [3.728371, 2.052362, 2.139459], [3.759330, 0.804163, 0.888093], [6.518593, -0.866933, 3.000312], [6.274173, -1.894078, 4.417535], [5.448677, -0.340082, 4.298417], [-10.977030, -0.210569, -6.589673], [-10.776159, 0.467932, -5.615441], [-9.853102, 0.069739, -4.727438], [-9.477091, 0.873178, -3.590500], [-10.399750, 0.667030, -2.410890], [-11.581503, 1.720400, -5.350013], [-9.408177, 1.922422, -3.874802], [-8.472135, 0.541392, -3.337920], [-11.419646, 0.986404, -2.630280], [-10.028727, 1.243586, -1.562747], [-10.417799, -0.385906, -2.130134], [-12.473967, 1.430956, -4.793059], [-11.894379, 2.118447, -6.310945], [-11.061789, 2.484751, -4.780892], [7.973269, -1.677383, 6.114244], [8.869255, -2.410448, 5.795640], [10.106086, -1.885731, 5.654931], [11.260700, -2.692949, 5.388676], [11.431720, -2.975790, 3.911728], [8.628212, -3.866691, 5.479701], [11.229441, -3.610559, 5.976860], [12.089758, -2.095687, 5.764436], [10.607761, -3.570472, 3.518105], [12.358416, -3.526487, 3.744512], [11.479138, -2.041104, 3.353659], [8.356129, -3.938569, 4.424678], [7.773770, -4.193436, 6.065177], [9.474779, -4.522094, 5.660365]], "forces_ev_per_angstrom": [[0.02, 0.07, 0.02], [0.01, 0.00, 0.10], [0.01, 0.08, -0.08], [0.09, 0.03, -0.06], [0.07, 0.00, 0.00], [-0.10, 0.02, 0.04], [-0.07, 0.10, -0.07], [-0.15, -0.28, -0.03], [-0.04, 0.15, 0.07], [0.08, 0.21, -0.10], [-0.12, -0.22, 0.07], [0.01, 0.05, 0.02], [0.00, -0.01, -0.06], [-0.14, -0.06, -0.06], [-0.05, 0.03, 0.02], [0.01, -0.06, 0.04], [-0.08, 0.02, 0.01], [0.03, -0.05, -0.05], [0.04, -0.08, 0.08], [-0.10, 0.01, -0.08], [0.10, 0.03, -0.02], [-0.01, -0.11, 0.07], [0.07, -0.02, 0.01], [0.02, 0.04, 0.04], [0.01, 0.04, -0.02], [0.01, 0.06, -0.03], [-0.02, -0.08, -0.04], [0.06, -0.04, 0.04], [0.05, 0.06, -0.03], [-0.06, -0.06, -0.11], [0.16, 0.13, 0.23], [-0.14, -0.15, -0.15], [0.03, 0.11, 0.06], [0.00, -0.01, 0.01], [-0.05, -0.03, -0.02], [-0.02, 0.02, -0.01], [0.02, 0.01, 0.01], [0.03, -0.01, 0.00], [-0.02, -0.02, -0.02], [0.04, 0.01, -0.01], [0.00, -0.01, -0.01], [0.01, 0.01, 0.00], [-0.01, -0.01, -0.01], [0.19, -0.04, 0.13], [-0.22, 0.04, -0.25], [0.04, -0.04, 0.12], [-0.01, 0.03, -0.03], [0.06, -0.05, 0.01], [-0.04, -0.02, 0.07], [0.00, -0.02, 0.00], [0.00, 0.03, -0.02], [0.01, 0.01, 0.02], [-0.02, 0.00, -0.02], [0.07, 0.00, 0.05], [0.00, 0.00, 0.01], [0.02, 0.02, -0.02], [-0.03, 0.01, -0.02], [-0.02, 0.01, 0.00], [0.00, -0.06, 0.05], [0.01, 0.08, -0.06], [0.08, 0.00, 0.12], [-0.01, -0.01, -0.02], [0.01, -0.01, -0.02], [0.03, -0.01, -0.01], [0.00, -0.01, -0.03], [0.01, 0.02, 0.01], [0.01, -0.01, 0.00], [0.00, 0.00, 0.01], [0.01, 0.01, 0.00], [-0.01, 0.00, 0.00], [0.00, 0.01, -0.01], [0.06, 0.00, 0.05], [-0.02, 0.04, -0.10], [0.00, -0.07, 0.09], [-0.02, 0.02, -0.02], [-0.01, 0.02, 0.00], [-0.01, 0.01, 0.02], [0.00, 0.01, 0.01], [0.01, -0.01, -0.02], [0.01, -0.01, 0.00], [0.00, 0.01, 0.00], [0.00, -0.01, -0.01], [0.00, -0.01, 0.01], [0.00, -0.01, -0.01], [0.00, -0.01, 0.01]]}



# 2
{"formula": "C8H14ClDyF6OSn", "method": "ωB97M-V with the def2-TZVPD basis set", "energy_ha": -2547.157803, "spin_multiplicity": 6, "charge": -2, "homo_lumo_gap_ev": [4.118, 4.143], "e_homo_ev": [1.06, 1.04], "lumo_ev": [5.18, 5.18], "symbols": ["Dy", "Cl", "C", "C", "H", "H", "H", "H", "H", "H", "Sn", "C", "C", "H", "H", "H", "H", "H", "C", "C", "O", "C", "F", "F", "F", "C", "F", "F", "F", "H", "H", "H"], "xyz": [[0.227683, -0.999002, -2.909950], [1.432790, -3.080113, -3.149067], [1.722758, 0.667438, -3.380580], [-1.291409, -1.085977, -4.626211], [1.472509, 1.202178, -4.307696], [1.834728, 1.409258, -2.578289], [2.694485, 0.169839, -3.523028], [-1.092918, -0.360937, -5.426656], [-2.338644, -0.974219, -4.315710], [-1.169483, -2.096370, -5.048775], [-1.250269, -0.642529, 0.294709], [-2.784136, -1.277908, 1.661747], [-1.420135, 0.686634, -1.309828], [-3.747732, -0.873243, 1.334721], [-2.812187, -2.374505, 1.631344], [-2.541985, -0.930828, 2.672815], [-2.392081, 0.733778, -1.825168], [-0.927988, 1.662261, -1.194795], [0.439588, -0.322943, 3.573704], [0.641786, 0.578406, 2.365463], [-0.504350, 0.784499, 1.598756], [1.048487, 2.031275, 2.862538], [2.139265, 2.022850, 3.690905], [1.318517, 2.870568, 1.835067], [0.012784, 2.565827, 3.564987], [1.775430, -0.010878, 1.462281], [2.977665, -0.115189, 2.074926], [1.422011, -1.306357, 1.081016], [1.945044, 0.678151, 0.298890], [-0.400112, 0.055185, 4.168444], [1.351002, -0.321951, 4.177928], [0.216911, -1.345186, 3.245500]], "forces_ev_per_angstrom": [[-2.14, 2.04, 2.34], [1.18, -1.92, -0.25], [0.87, 0.56, -0.30], [-0.51, -0.24, -0.88], [0.06, 0.03, -0.01], [-0.06, -0.08, -0.04], [0.13, 0.16, -0.09], [-0.05, 0.01, -0.06], [0.07, 0.04, 0.03], [-0.10, 0.03, -0.15], [0.69, -1.25, -1.47], [-1.03, -0.06, 0.29], [-0.06, -0.36, -0.94], [-0.24, -0.04, 0.27], [-0.03, 0.27, 0.06], [-0.10, 0.00, -0.06], [0.08, 0.23, 0.00], [-0.30, -0.02, 0.13], [0.13, -0.12, 0.25], [-0.86, 1.18, -1.07], [1.77, 0.12, 1.46], [-0.41, -0.66, -0.56], [-0.47, 0.27, -0.30], [-0.03, -0.41, 0.88], [0.82, -0.14, -0.23], [-0.60, -1.03, -1.20], [-0.14, 0.21, -0.12], [1.17, 1.60, 0.85], [0.07, -0.50, 1.22], [0.19, -0.05, -0.20], [-0.10, -0.16, 0.12], [0.00, 0.30, 0.01]]}



# 3
{"formula": "C2H3BrClNO2", "method": "ωB97M-V with the def2-TZVPD basis set", "smiles": "CO/[N+]([O-])=C(/Cl)Br", "energy_ha": -3317.261012, "charge": 0, "homo_lumo_gap_ev": 9.308, "e_homo_ev": -8.79, "lumo_ev": 0.51, "symbols": ["C", "C", "N", "O", "O", "Cl", "Br", "H", "H", "H"], "xyz": [[1.851342, -0.417316, 0.084606], [-1.977884, 0.195318, 0.001339], [-0.675844, 0.486232, -0.099605], [-0.232173, 1.641820, -0.080719], [0.365435, -0.585078, -0.114139], [-3.021424, 1.525298, -0.040685], [-2.595202, -1.586384, 0.001287], [1.939134, 0.537454, 0.689615], [2.295732, -0.340237, -1.018747], [2.050887, -1.457110, 0.577050]], "forces_ev_per_angstrom": [[-1.67, 0.52, -1.37], [2.25, -0.93, -0.45], [1.72, 0.70, 0.81], [-0.11, -0.51, -0.19], [-2.20, -1.09, -0.23], [-0.19, -0.24, 0.05], [0.22, 0.68, 0.01], [0.63, -1.40, -0.59], [-0.67, -0.05, 2.68], [0.03, 2.34, -0.72]]}



# 4
{"formula": "C14H19N", "method": "ωB97M-V with the def2-TZVPD basis set", "energy_ha": -599.366019, "charge": 0, "homo_lumo_gap_ev": [6.301, 7.015], "e_homo_ev": [-6.19, -6.33], "lumo_ev": [0.11, 0.69], "symbols": ["C", "C", "C", "C", "C", "C", "C", "C", "C", "C", "C", "C", "C", "C", "N", "H", "H", "H", "H", "H", "H", "H", "H", "H", "H", "H", "H", "H", "H", "H", "H", "H", "H", "H"], "xyz": [[-1.767455, -3.031359, -0.576059], [-0.800294, -4.002441, -0.221558], [-1.483292, -1.712866, -0.521520], [0.428811, -3.495576, 0.063735], [-0.122435, -1.193125, -0.305999], [0.907296, -2.202367, -0.263682], [3.170803, -1.830997, -1.439125], [-0.192903, 0.139070, 0.002015], [-1.080339, 1.313298, 0.269634], [0.429589, 1.477155, 0.330876], [-2.062065, 1.034509, 1.394344], [-1.877973, 1.837915, -0.952501], [1.127069, 2.158564, -0.821781], [1.340366, 1.330055, 1.602898], [2.273559, -2.395182, -0.628484], [-2.782926, -3.330180, -0.767301], [-1.097922, -4.922739, 0.077517], [-2.295008, -1.087355, -0.713885], [1.163284, -3.966949, 0.652069], [4.172883, -2.186727, -1.625183], [2.829078, -0.819332, -1.767849], [-1.725624, 0.744846, 2.300572], [-2.498876, 0.076959, 0.981842], [-2.825560, 1.767009, 1.462632], [-2.859742, 1.286761, -1.109401], [-1.273905, 1.633567, -1.776519], [-2.208374, 2.878305, -0.842121], [0.983965, 1.574582, -1.708295], [2.151893, 2.415040, -0.735212], [0.643317, 3.178871, -0.974550], [2.087510, 0.639952, 1.103445], [0.868247, 1.069552, 2.562434], [1.986590, 2.200957, 1.788609], [2.416407, -3.398068, -0.435578]], "forces_ev_per_angstrom": [[-0.52, 0.45, -0.19], [1.48, 3.05, 0.44], [1.15, -2.16, -0.34], [-0.97, -0.48, -0.07], [-1.24, 1.96, 0.18], [1.36, -0.48, -0.83], [-1.32, 2.73, -0.19], [1.38, 1.44, -0.43], [-1.12, -1.24, -0.68], [0.96, -1.94, 1.20], [-0.87, -1.29, -3.38], [-1.38, -0.39, 1.58], [-1.95, 2.10, -0.31], [0.82, 0.55, -1.66], [-1.43, -0.77, 0.47], [-0.26, -0.13, -0.13], [-0.64, -2.82, 0.71], [-0.77, 1.42, -0.27], [0.67, -1.71, 0.35], [-0.29, -0.30, 0.33], [0.83, -0.94, 0.03], [1.60, -0.47, 3.05], [-0.33, 1.10, 0.76], [-0.69, 0.79, 0.21], [1.26, 0.24, 0.44], [0.68, 0.31, -1.79], [0.54, 0.00, -0.16], [0.03, -0.09, -0.70], [1.15, -0.32, 0.60], [0.42, -1.15, -0.08], [-0.66, -0.01, 1.67], [0.19, -0.53, -0.69], [-0.58, 0.29, -0.02], [0.51, 0.82, -0.09]]}